Entry 1:
Computed, not measured: a 8-piece molecular cluster, C18H33Br14N2OP overall, with wB97M-V/def2-TZVPD.

ORCA input file:
```
! RIJCOSX wB97M-V def2-TZVPD def2/J DEFGRID3
* xyz 0 1
N 5.17477 0.23539 -3.04442
C 4.14819 0.78557 -2.66972
C 2.87698 1.33264 -1.85293
C 1.60645 1.56018 -2.84331
C 1.09993 3.09166 -2.64430
N 0.85410 4.24705 -2.36410
P 0.13368 0.47096 -2.28343
O 0.68951 -0.89395 -1.78590
H 2.59930 0.68906 -0.94980
H 3.15069 2.38747 -1.45073
H 1.84385 1.41436 -3.95214
H -0.53896 1.13286 -1.18458
H -0.84708 0.28890 -3.33279
Br 0.89921 1.18961 1.34080
C -0.43995 1.74230 2.64392
C -1.78449 1.13893 2.32439
Br -2.64334 2.07126 0.84296
H -0.44593 2.83287 2.65466
H -0.07062 1.37689 3.60413
H -2.46875 1.25397 3.16720
H -1.73007 0.08361 2.04675
Br 9.95909 0.38368 0.89067
C 8.43410 -0.62613 0.21590
C 7.34251 0.29242 -0.27395
Br 6.34369 1.06048 1.21453
H 8.11191 -1.29010 1.01880
H 8.83115 -1.22403 -0.60654
H 6.60412 -0.26290 -0.85468
H 7.71415 1.12559 -0.87102
Br -2.04150 -1.97768 1.02607
C -0.43864 -2.56814 1.96428
C -0.74599 -3.69841 2.91454
Br -1.61345 -3.04401 4.53344
H -0.01747 -1.69111 2.45794
H 0.24359 -2.89953 1.17898
H 0.17471 -4.17352 3.25785
H -1.40222 -4.45652 2.48605
Br -4.94163 -0.40114 -0.57967
C -6.55558 0.69032 -0.54013
C -6.99098 0.97186 0.87691
Br -7.86291 -0.58091 1.67052
H -7.30922 0.16511 -1.12812
H -6.28438 1.61661 -1.05034
H -7.74412 1.76198 0.89843
H -6.16618 1.24524 1.53590
Br -10.74067 -1.21427 -2.07935
C -10.45946 0.57308 -1.35488
C -10.57267 1.62430 -2.43142
Br -8.96903 1.67738 -3.53937
H -9.48865 0.56588 -0.85839
H -11.24371 0.70257 -0.60665
H -10.64620 2.62027 -1.99078
H -11.41764 1.46625 -3.10222
Br 13.10444 1.88242 3.46367
C 11.79621 0.71308 4.31266
C 12.01921 0.63248 5.80258
Br 13.52800 -0.52554 6.23064
H 11.86245 -0.25395 3.81294
H 10.82697 1.16474 4.09271
H 11.16041 0.17357 6.29578
H 12.22108 1.60063 6.26184
Br -3.55342 -2.66098 -6.56764
C -3.93526 -3.39868 -4.80423
C -3.99035 -2.31400 -3.75729
Br -2.20125 -1.71512 -3.26518
H -3.17451 -4.15399 -4.60379
H -4.90702 -3.88574 -4.90454
H -4.42686 -2.69385 -2.83171
H -4.54429 -1.43134 -4.07838
*
```

Properties
Structure (SMILES): N#CC[C@H](C#N)[PH2]=O.BrCCBr.BrCCBr.BrCCBr.BrCCBr.BrCCBr.BrCCBr.BrCCBr
HOMO-LUMO gap, eV: 10.139
HOMO, eV: -9.982

Partial atomic charges computed with the Mulliken method, in multiples of e: N -0.516; C 0.105; C -0.190; C 0.188; C 0.039; N -0.470; P 0.326; O -0.576; H 0.051; H 0.348; H 0.518; H 0.017; H 0.018; Br -0.111; C -0.596; C 0.550; Br -0.156; H 0.430; H 0.360; H 0.401; H -0.741; Br -0.144; C -0.599; C -0.516; Br -0.140; H 0.392; H 0.362; H 0.241; H 0.391; Br -0.126; C -0.645; C -0.572; Br -0.160; H 0.263; H 0.386; H 0.391; H 0.379; Br -0.081; C -0.472; C -0.709; Br -0.125; H 0.234; H 0.384; H 0.398; H 0.382; Br -0.107; C -0.131; C -0.531; Br -0.149; H -0.208; H 0.393; H 0.343; H 0.395; Br -0.122; C -0.615; C -0.545; Br -0.137; H 0.371; H 0.314; H 0.348; H 0.377; Br -0.154; C -0.563; C -0.646; Br 0.000; H 0.363; H 0.383; H 0.308; H 0.404


Entry 2:
Computed, not measured: C2H2N5O as an isolated structure, with wB97M-V/def2-TZVPD.

ORCA input file:
```
! RIJCOSX wB97M-V def2-TZVPD def2/J DEFGRID3
* xyz 1 1
C 0.32851 0.67843 -0.01394
C -0.89681 -0.13102 -0.01574
N 0.93483 -0.49765 0.00269
N 2.41575 1.44198 0.00127
N 2.19735 -0.79703 0.01419
N 2.76849 0.35426 0.01255
N -2.16437 0.03640 -0.00630
O -0.22045 -1.31721 -0.00585
H -2.54864 0.98196 -0.00438
H -2.81466 -0.75012 0.01552
*
```

Properties
HOMO-LUMO gap, eV: 8.322
HOMO, eV: -14.906
ΔE to the lowest compared entry with this formula, charge and spin, kcal/mol: 56.9

Partial atomic charges computed with the Mulliken method, in multiples of e: C -0.388; C 0.773; N 0.802; N -0.094; N -0.526; N 0.446; N -0.267; O -0.345; H 0.292; H 0.307


Entry 3:
Computed, not measured: one molecule with the formula C6H8, with wB97M-V/def2-TZVPD.

ORCA input file:
```
! RIJCOSX wB97M-V def2-TZVPD def2/J DEFGRID3
* xyz 0 3
C 1.13348 -1.00253 -0.42093
C 1.10279 0.17432 0.26137
C 0.32964 -0.54315 -1.71687
C -0.11210 0.12165 -0.48842
C 1.37669 0.62242 1.59417
C -1.92374 -0.15907 -0.10570
H 0.97627 0.16000 -2.32869
H -0.39283 -1.19113 -2.28555
H 2.33704 0.22754 2.06372
H 0.48426 0.47918 2.19543
H 1.23003 1.78611 1.56182
H -2.46430 0.47348 -0.76595
H -2.09399 0.05757 0.90693
H -1.98325 -1.20638 -0.47135
*
```

Properties
HOMO-LUMO gap (alpha / beta), eV: 6.124 / 8.226
HOMO (alpha / beta), eV: -5.033 / -9.673
ΔE to the lowest compared entry with this formula, charge and spin, kcal/mol: 89.2

Partial atomic charges computed with the Mulliken method, in multiples of e: C -0.551; C 0.562; C -0.441; C 0.138; C -1.045; C -0.900; H 0.215; H 0.267; H 0.292; H 0.285; H 0.262; H 0.299; H 0.329; H 0.290


Entry 4:
Computed, not measured: a 2-piece molecular cluster, C4H11NS overall, with wB97M-V/def2-TZVPD.

ORCA input file:
```
! RIJCOSX wB97M-V def2-TZVPD def2/J DEFGRID3
* xyz 0 1
C -1.00662 -0.96673 1.76117
S -1.69901 -1.72507 0.24693
C -0.27086 -1.60392 -0.82531
H -1.77725 -0.34375 2.21922
H -0.22153 -0.27447 1.46278
H -0.69253 -1.75447 2.42886
H -0.52593 -2.28729 -1.64395
H -0.13396 -0.62747 -1.24482
H 0.60085 -2.02099 -0.32000
C 1.12263 3.18486 -0.52432
C 2.16491 1.16728 -0.92233
N 1.76531 1.97859 -0.04775
H 0.08583 2.95658 -0.76812
H 1.58035 3.60689 -1.42157
H 1.17489 3.95395 0.23497
H 2.58171 0.20506 -0.62370
H 2.12028 1.38420 -1.99775
*
```

Properties
Structure (SMILES): C=NC.CSC
HOMO-LUMO gap, eV: 9.379
HOMO, eV: -8.427
ΔE to the lowest compared entry with this formula, charge and spin, kcal/mol: 30.8

Partial atomic charges computed with the Mulliken method, in multiples of e: C -0.676; S -0.090; C -0.762; H 0.302; H 0.159; H 0.260; H 0.317; H 0.209; H 0.277; C -0.771; C -0.367; N -0.362; H 0.286; H 0.333; H 0.271; H 0.344; H 0.270


Entry 5:
Computed, not measured: one molecule with the formula C3H6FN3, with wB97M-V/def2-TZVPD.

ORCA input file:
```
! RIJCOSX wB97M-V def2-TZVPD def2/J DEFGRID3
* xyz 0 1
C -1.12686 -0.57120 -1.02802
C -0.32406 -1.48321 -0.25894
C 0.44472 -0.70021 0.75670
N -0.90883 0.71080 -0.55656
N 0.02646 0.69478 0.52992
N 1.19675 1.46112 0.08576
F -0.13035 -2.78566 -0.49446
H -1.79160 -0.75327 -1.84334
H 0.20633 -0.98253 1.78982
H 1.52503 -0.79659 0.59971
H -1.73814 1.24269 -0.31361
H 1.77419 1.58565 0.91498
H 0.84636 2.37763 -0.18195
*
```

Properties
Structure (SMILES): NN1CC(F)=CN1
HOMO-LUMO gap, eV: 8.752
HOMO, eV: -7.631
ΔE to the lowest compared entry with this formula, charge and spin, kcal/mol: 64.0

Partial atomic charges computed with the Mulliken method, in multiples of e: C -0.488; C 0.255; C -0.243; N -0.354; N 0.049; N -0.620; F -0.288; H 0.449; H 0.226; H 0.277; H 0.225; H 0.234; H 0.278


Entry 6:
Computed, not measured: a 2-piece molecular cluster, C14H16 overall, with wB97M-V/def2-TZVPD.

ORCA input file:
```
! RIJCOSX wB97M-V def2-TZVPD def2/J DEFGRID3
* xyz 0 1
C 2.20651 1.76838 -0.09095
C -0.99520 2.84591 -1.52312
C -0.05587 2.63546 -0.59413
C -0.71705 2.51367 -2.87660
C 1.20303 2.19297 -1.02430
C 0.60143 2.48216 -3.33271
C 1.60379 2.31490 -2.38249
H -2.08055 3.24222 -1.18512
H -0.29691 2.66246 0.50441
H -1.62998 2.67420 -3.42363
H 0.81765 2.14787 -4.31798
H 3.09420 2.32184 -0.46742
H 2.44204 0.76250 -0.21286
H 2.63244 2.33793 -2.85883
H 1.92427 2.14993 1.01455
C -2.23353 -2.14415 3.13068
C -0.62824 -3.53575 1.70437
C -1.13235 -2.24323 2.01887
C 0.43599 -3.54327 0.86977
C -0.81816 -1.11780 1.29242
C 0.79620 -2.49559 0.05393
C 0.00633 -1.35324 0.20421
H -1.02236 -4.39299 1.97798
H 1.01840 -4.39749 0.73184
H -2.10942 -2.92383 3.89676
H -3.20747 -2.23394 2.73205
H -1.25771 -0.20840 1.51924
H 1.63914 -2.54528 -0.65783
H -0.13553 -0.62360 -0.56592
H -2.10109 -1.29387 3.86281
*
```

Properties
Structure (SMILES): Cc1ccccc1.Cc1ccccc1
HOMO-LUMO gap, eV: 9.556
HOMO, eV: -8.683
ΔE to the lowest compared entry with this formula, charge and spin, kcal/mol: 72.0

Partial atomic charges computed with the Mulliken method, in multiples of e: C -1.234; C -0.195; C -0.426; C -0.588; C 1.025; C -0.567; C -0.409; H 0.222; H 0.246; H 0.358; H 0.348; H 0.424; H 0.281; H 0.240; H 0.278; C -1.353; C -0.981; C 0.829; C -0.298; C -0.650; C -0.720; C -0.309; H 0.593; H 0.393; H 0.364; H 0.301; H 0.563; H 0.365; H 0.549; H 0.353


Calculated DFT total energy (eV), listed in the same order as above: -1014110.8378, -11588.2182, -6343.1021, -16650.4596, -10392.8366, -14774.6435
Calculated max |F| (hartree/bohr), listed in the same order as above: 0.14574, 0.07403, 0.09252, 0.02717, 0.10863, 0.11532